Record 1
A structure of composition C32H50CeClO2P, computed with the ωB97M-V functional and the def2-TZVPD basis.

Output
Maximum force   0.164 hartree/bohr
2S+1   2
Relative energy (zero: lowest compared OMol25 entry of this formula, charge and spin)   273.0 kJ/mol
Gap between HOMO and LUMO (spin up / spin down)   5.65 / 5.59 eV
Molar mass   673.29 g/mol
DFT total energy   -2676.419383 Ha
Highest occupied orbital energy (spin up / spin down)   -3.20 / -3.21 eV
Total charge   -1
Expectation value of S²   0.929

Positions of all 87 atoms, in Å:
Ce  -1.398784  -0.301037  2.299135
Cl  -2.322577  1.786551  0.985035
P  0.767243  0.226646  -0.602866
O  -1.799173  -2.319218  1.208581
O  -1.976367  -3.308529  -0.866963
C  -0.383530  1.548189  3.813841
C  -2.202730  -1.129701  -3.211758
C  -1.286632  0.620903  4.237157
C  -0.000186  -1.284087  -4.521980
C  -1.529957  -1.149588  -4.589737
C  -6.778131  -2.436113  0.133626
C  -4.749680  -3.757142  0.018061
C  4.520719  -0.719788  1.102074
C  -6.143635  -3.687189  0.060584
C  1.362315  0.767851  5.582208
C  -6.010123  -1.266555  0.172266
C  -3.206886  -0.446372  3.108915
C  -3.983903  -2.588646  0.115314
C  -0.006206  -0.557919  -2.127787
C  2.481957  2.109443  -2.120438
C  3.135230  -1.253566  -1.487335
C  -2.465143  -2.753881  0.120600
C  -0.759263  -0.609876  5.153909
C  4.374023  -2.060726  -1.070681
C  2.370611  -0.710496  -0.273752
C  5.284134  -1.312566  -0.087778
C  0.112553  2.777467  -1.619287
C  1.036392  1.735701  4.368695
C  3.283524  0.085969  0.678777
C  -4.611051  -1.337287  0.156658
C  2.882432  3.586509  -2.248003
C  0.475292  4.268769  -1.692180
C  1.313553  1.954549  -1.136333
C  -1.492998  -0.174776  -2.241030
C  1.701195  4.515609  -2.576216
C  0.188419  0.003115  6.231180
C  0.640560  -0.339643  -3.499798
H  -4.235640  -4.712944  -0.086634
H  -1.625835  -1.136319  5.590104
H  2.716765  0.391244  1.570771
H  1.418119  4.374492  -3.628242
H  5.187175  -0.078150  1.691124
H  -7.871396  -2.372750  0.144920
H  -2.180355  -2.134641  -2.764284
H  1.837025  1.395823  6.355160
H  2.094115  0.019116  5.246008
H  2.189361  1.725078  -3.108929
H  -6.491441  -0.287686  0.203911
H  -3.259921  -0.840023  -3.299515
H  0.433168  -1.101154  -5.513475
H  0.680659  4.624098  -0.673274
H  3.458396  -0.422480  -2.133502
H  3.661576  3.685990  -3.015568
H  2.480174  -1.895849  -2.092351
H  3.355890  1.527746  -1.799596
H  0.249990  -2.317191  -4.243254
H  4.030692  -2.993612  -0.602476
H  -2.411188  0.910835  4.601117
H  4.193901  -1.535649  1.760582
H  1.962232  -1.576867  0.282052
H  -0.191408  2.436195  -2.621429
H  -6.734754  -4.602045  0.020072
H  0.536509  -0.760727  6.953099
H  1.119602  2.805019  4.718177
H  -0.651151  2.197260  2.962110
H  4.941043  -2.340418  -1.968358
H  5.807726  -0.507048  -0.620469
H  -1.591976  0.857909  -2.612208
H  -1.786853  -0.218462  -5.112293
H  0.037973  -1.632862  -1.862018
H  1.643139  2.370763  -0.164049
H  1.723578  -0.506123  -3.478947
H  -0.385081  4.836181  -2.067366
H  -1.977307  -0.198403  -1.254806
H  -1.945023  -1.975092  -5.179727
H  -4.013920  -0.424559  0.210356
H  3.616392  1.012285  0.185292
H  -0.413476  0.716574  6.815762
H  -0.237008  -1.373491  4.513395
H  2.023937  5.558116  -2.472014
H  -3.839350  0.494211  3.290324
H  3.327440  3.905303  -1.294435
H  -3.315621  -1.284461  3.900507
H  0.479668  0.701237  -3.818760
H  6.055365  -1.998768  0.280485
H  -0.743775  2.629293  -0.947569
H  1.817675  1.570439  3.567532

Force components x, y, z for each atom (eV/Å):
Ce 1.81 -2.32 -5.79
Cl -0.30 0.66 -0.56
P -0.01 0.43 -0.31
O -1.14 -1.34 -2.82
O 0.16 0.29 0.93
C 2.18 1.04 -0.63
C 0.12 -0.18 0.26
C -3.30 0.61 7.74
C -0.14 -0.11 0.00
C -0.08 0.18 0.06
C 0.24 -0.07 -0.01
C -0.21 0.30 0.12
C -0.22 -0.10 -0.01
C 0.08 0.40 -0.09
C 0.17 0.32 -0.24
C 0.18 -0.26 -0.21
C -3.28 -0.18 1.98
C 0.13 0.07 0.09
C 0.32 0.12 0.45
C -0.04 0.09 -0.15
C 0.32 0.05 -0.01
C 0.95 0.41 1.26
C -0.24 1.64 -0.57
C -0.16 -0.06 0.13
C -0.43 -0.07 -0.23
C -0.06 0.08 -0.11
C -0.07 0.20 0.11
C -0.14 -0.61 -0.03
C 0.01 -0.02 -0.16
C -0.12 -0.30 0.27
C -0.05 0.03 0.12
C 0.05 -0.26 0.08
C 0.16 -0.47 0.26
C -0.20 -0.17 0.05
C 0.05 -0.09 -0.09
C -0.58 0.02 -0.52
C 0.03 -0.14 -0.11
H -0.15 0.21 0.09
H 0.40 0.38 -0.14
H 0.08 -0.03 -0.17
H 0.01 -0.02 0.08
H -0.06 -0.12 -0.03
H 0.40 -0.04 0.03
H -0.04 0.25 -0.14
H 0.06 -0.44 -0.19
H -0.04 0.22 0.08
H 0.08 0.10 0.25
H 0.09 -0.28 0.03
H 0.21 -0.09 -0.07
H -0.06 -0.09 0.07
H -0.04 -0.02 -0.09
H -0.10 -0.24 0.16
H -0.08 0.07 0.14
H 0.14 0.17 0.17
H -0.21 0.21 -0.10
H 0.01 0.10 -0.02
H 0.07 0.07 -0.03
H 3.13 -0.25 -0.68
H 0.04 0.05 -0.05
H 0.30 0.11 -0.08
H 0.11 0.05 0.21
H 0.10 0.21 -0.01
H 0.11 0.29 -0.42
H 0.03 -0.93 -0.38
H -0.09 0.24 0.81
H -0.05 -0.02 0.17
H -0.08 -0.03 0.03
H 0.07 -0.22 0.16
H 0.09 -0.04 -0.04
H -0.11 0.21 -0.16
H -0.12 0.07 -0.25
H -0.26 0.08 -0.06
H 0.15 -0.01 0.07
H 0.08 0.00 -0.24
H 0.05 0.14 -0.03
H -0.20 -0.26 0.04
H -0.08 -0.19 0.10
H 0.03 -0.22 -0.17
H 0.03 0.41 0.41
H -0.02 -0.08 -0.10
H 0.45 -1.54 -0.17
H -0.03 -0.02 -0.09
H -0.20 1.01 -1.13
H 0.00 -0.19 0.08
H -0.01 0.12 -0.05
H 0.17 0.03 -0.17
H -0.63 0.37 0.81


Record 2
The molecule C5H7NO, computed with the ωB97M-V functional and the def2-TZVPD basis.

Output
Maximum force   0.014 hartree/bohr
2S+1   1
Relative energy (zero: lowest compared OMol25 entry of this formula, charge and spin)   304.7 kJ/mol
Gap between HOMO and LUMO   9.00 eV
Molar mass   97.12 g/mol
DFT total energy   -324.608420 Ha
Highest occupied orbital energy   -8.22 eV
SMILES   CC(=O)[C@@H]1C=C1N
Total charge   0

Positions of all 14 atoms, in Å:
O  1.047350  1.734839  0.523785
N  -2.512797  -0.897506  0.543402
C  -0.197963  -0.018188  -0.461378
C  1.030977  0.567449  0.175586
C  -1.601056  -0.052040  0.007323
C  2.335648  -0.189425  0.158868
C  -1.294566  1.073455  -0.564146
H  2.225022  -1.240262  -0.114359
H  -2.308865  -1.877394  0.409214
H  0.085343  -0.756305  -1.228411
H  2.774961  -0.108610  1.157837
H  -3.473746  -0.660047  0.333160
H  -1.140535  2.127421  -0.402785
H  3.030224  0.296612  -0.538099

Force components x, y, z for each atom (eV/Å):
O -0.14 -0.51 0.24
N -0.06 -0.19 0.23
C 0.24 -0.04 -0.04
C 0.20 0.50 0.35
C 0.08 0.50 -0.26
C 0.12 -0.24 0.03
C 0.16 -0.60 0.12
H 0.01 0.07 0.02
H -0.04 0.09 0.06
H -0.16 0.59 -0.35
H -0.04 -0.06 -0.15
H 0.15 0.02 0.20
H -0.34 -0.03 -0.58
H -0.19 -0.10 0.12


Record 3
A structure of composition C55H64Ge2O7S5Sn, computed with the ωB97M-V functional and the def2-TZVPD basis.

Output
Maximum force   0.069 hartree/bohr
2S+1   1
Relative energy (zero: lowest compared OMol25 entry of this formula, charge and spin)   224.5 kJ/mol
Gap between HOMO and LUMO   6.34 eV
Molar mass   1261.38 g/mol
DFT total energy   -9020.357059 Ha
Highest occupied orbital energy   -2.45 eV
Total charge   -2

Positions of all 134 atoms, in Å:
Sn  1.988839  -1.789418  2.762422
Ge  -0.773996  -0.333433  0.329420
Ge  1.710310  0.498665  -1.162810
S  0.032530  1.684109  -0.247982
S  0.492878  -1.408925  -1.250246
S  -0.313226  -0.668018  2.469342
S  3.548842  0.381752  -0.035805
S  0.970116  -3.928392  3.345516
O  3.149628  -3.009887  0.116983
O  2.873405  2.874251  2.260135
O  0.205499  3.098393  2.963548
O  1.757208  -1.114142  4.755001
O  0.305071  -0.426035  6.269440
O  0.455281  2.253479  5.923364
O  3.048426  1.593040  4.845108
C  2.714044  0.333693  -3.956928
C  2.891579  4.211762  -1.166290
C  2.512836  2.582359  -3.064034
C  -3.079309  5.668830  2.694436
C  -2.260491  -3.740264  0.652762
C  0.426486  -3.857435  5.020087
C  -3.328489  -1.791332  -0.475389
C  4.389017  3.888021  -0.918847
C  0.819735  -1.343038  5.635434
C  1.003612  5.516032  -0.309193
C  3.271428  -2.118654  -3.640859
C  1.651368  -5.167789  -5.216830
C  -3.338046  3.197257  2.857698
C  2.964271  -3.403792  -4.063487
C  0.250057  5.115452  -1.403629
C  -2.758704  -3.234028  1.987519
C  2.320037  1.159767  -2.915384
C  -1.362547  -4.785454  0.605904
C  -0.079522  3.696521  -3.389014
C  -0.788742  -5.207104  -0.582871
C  2.404889  -1.122823  -4.058455
C  0.719775  4.069046  -2.210442
C  -2.804130  -0.637847  0.109899
C  0.120638  -6.446509  -0.564647
C  -3.231237  4.349136  2.087353
C  4.660539  -1.845010  -2.975565
C  -3.235954  4.202671  0.728640
C  -0.382862  -4.229441  7.666033
C  0.493632  6.464597  0.687385
C  -1.143218  -4.590511  -1.751181
C  -3.128988  2.858767  -1.349035
C  1.225164  -1.418451  -4.682922
C  3.493035  2.200482  -5.207271
C  2.322427  5.065216  -0.248897
C  1.871945  -3.731271  -4.808329
C  -3.688450  0.441722  0.299980
C  -5.004978  0.362475  -0.124507
C  3.405034  0.879369  -5.071712
C  -0.496451  -5.240014  6.749795
C  -3.227340  2.918849  0.145352
C  -4.654165  -1.902114  -0.835165
C  -0.064095  -5.047184  5.467263
C  0.471923  -2.799617  5.947969
C  -1.955528  -3.519966  -1.766085
C  0.245615  -0.362056  -4.896346
C  -2.487420  -3.031119  -0.546275
C  0.963334  -2.699937  -5.049289
C  -3.394831  1.779976  0.937379
C  -2.270031  -2.837712  -3.082922
C  0.039995  -3.016324  7.245400
C  3.003254  3.050408  -4.225443
C  -5.498383  -0.833018  -0.648452
C  2.027590  3.674670  -2.100059
C  -3.485368  1.908497  2.326272
C  -3.609902  0.682929  3.220753
H  3.161360  2.547793  3.092552
H  0.618276  1.331097  6.141309
H  -1.135801  3.989251  -3.310666
H  -0.010232  2.641269  -3.712601
H  -2.534609  3.643488  -1.880905
H  -0.786514  -4.471819  8.701628
H  -3.524113  6.449365  1.967903
H  2.464679  2.317753  5.299409
H  -0.754275  -4.926220  -2.731188
H  0.311021  2.279227  4.953630
H  -0.424609  7.018527  0.320699
H  -6.565052  -0.990158  -0.821866
H  -0.643137  -0.669731  -5.492147
H  -0.879296  -6.099745  7.099581
H  -3.804411  -3.215564  1.943711
H  -3.330301  3.336972  3.966397
H  -2.800058  -1.878984  -3.007626
H  1.173404  -6.218961  -0.339585
H  2.437646  -2.879643  -0.562528
H  5.055756  -2.905350  -2.773829
H  -5.020953  -2.847314  -1.167136
H  -0.303130  -0.098303  -3.985715
H  0.162146  5.982623  1.614256
H  0.894367  -5.419840  -5.993848
H  3.154295  2.227107  1.576104
H  -0.162705  -7.084613  0.237827
H  -0.761704  5.423832  -1.609994
H  3.776808  0.280145  -5.930636
H  4.656638  3.684882  0.113798
H  1.089642  3.065133  2.559627
H  4.582424  2.873836  -1.375107
H  -3.397899  5.919493  3.705495
H  2.523651  0.780917  4.939272
H  5.114959  4.680095  -1.261295
H  1.212459  7.259853  0.946894
H  -2.025190  5.851510  2.675773
H  -1.223180  -5.389699  1.502163
H  -1.381472  -2.825234  -3.709768
H  1.302258  -5.652077  -4.334381
H  -4.165479  2.870044  -1.762668
H  4.488740  -1.250353  -2.063427
H  -2.921091  -3.478403  -3.642107
H  3.076864  4.148028  -4.300656
H  3.050796  5.456964  0.486393
H  3.839764  2.625156  -6.120418
H  5.353120  -1.432359  -3.748150
H  -4.197549  -0.067585  2.689751
H  -0.209485  -5.836341  4.788252
H  0.089280  -3.040683  -5.614426
H  0.326938  4.266224  -4.211611
H  0.688810  0.521449  -5.342406
H  0.178091  -2.107156  7.865462
H  -2.694840  1.934401  -1.630862
H  -2.618149  0.310516  3.359396
H  -3.974762  0.963566  4.178488
H  -3.018609  5.120224  0.119585
H  -2.310779  -3.898496  2.716931
H  -0.252705  2.695712  2.216550
H  -5.608829  1.262135  -0.099408
H  3.628259  -4.208071  -3.751382
H  -2.413256  -2.145130  2.187005
H  0.029341  -6.908482  -1.519233
H  2.555573  -5.690659  -5.446222
H  3.481910  -2.145717  0.176973

Force components x, y, z for each atom (eV/Å):
Sn 0.68 0.98 -0.66
Ge -0.26 -0.56 0.70
Ge 0.97 -0.14 0.40
S -0.51 0.09 -0.11
S -0.48 0.09 0.25
S -0.27 0.15 -0.70
S -0.43 0.05 -0.10
S -0.35 -0.67 0.22
O -1.68 -2.21 -1.28
O -0.15 0.75 -1.98
O -0.18 0.10 -0.40
O -0.42 -0.21 0.72
O -0.03 -0.77 0.21
O 0.13 1.06 -0.55
O -1.03 2.07 1.19
C 1.00 0.03 -0.01
C 0.94 0.19 1.54
C -1.04 -0.64 1.28
C -0.30 2.63 -1.31
C 0.81 1.59 -0.41
C 0.88 1.22 -0.51
C 1.11 -0.90 0.25
C -0.08 -1.26 -1.46
C 0.79 0.03 -0.30
C 0.57 -0.04 -0.91
C 1.35 0.27 -0.51
C -0.90 0.12 -0.13
C -0.35 -0.32 1.42
C 1.23 -0.78 0.94
C 0.23 -1.47 0.28
C 1.97 1.31 -0.68
C -0.28 1.11 -0.08
C -0.36 -0.90 0.12
C -0.83 -0.75 -0.98
C 0.65 -1.49 0.94
C 1.12 0.99 1.10
C -0.27 1.78 0.27
C 0.58 1.17 -0.51
C 0.12 1.82 0.24
C -0.93 -1.53 0.82
C -1.01 -2.02 -0.88
C 1.10 0.01 -1.21
C -1.43 -0.93 2.42
C -1.55 1.79 0.60
C 1.31 -1.22 -1.40
C -0.90 0.47 -0.70
C -0.77 -0.36 -0.10
C -0.10 2.07 -0.25
C 0.69 1.07 0.70
C -0.72 0.31 -0.49
C 0.34 0.71 -0.20
C -0.37 -0.78 -0.48
C -0.44 -2.17 -0.31
C 1.26 2.33 -0.60
C 0.00 1.51 -0.08
C -0.11 0.47 0.55
C -0.93 -0.98 0.76
C -0.34 0.73 -0.89
C -1.84 2.58 0.61
C -2.46 0.72 -0.68
C 0.10 -0.34 -0.33
C -0.29 -2.46 -1.11
C 0.26 -0.23 -0.31
C 0.03 -0.25 0.22
C 1.10 2.27 0.48
C 0.96 1.46 -0.67
C -0.70 0.30 0.14
C 1.36 -2.72 -0.81
C 0.47 0.53 0.37
C 0.05 0.95 -1.50
H 0.40 -1.02 1.42
H -0.31 -0.62 -0.09
H 0.32 -0.20 0.13
H -0.10 0.40 0.45
H -0.55 -0.37 1.02
H 0.80 0.79 -1.21
H 0.56 -0.97 1.22
H 1.19 -2.15 -1.07
H 0.01 0.00 0.64
H -0.06 -0.01 0.41
H 0.88 -0.65 0.17
H 0.22 0.38 -0.24
H 0.85 -0.14 -0.28
H -1.30 -3.24 0.68
H -1.76 -0.16 0.50
H -0.02 -0.32 -0.94
H 0.61 -0.13 0.10
H -0.22 0.27 -0.38
H 0.66 -0.30 0.87
H -0.36 1.70 0.26
H -0.22 -0.50 -0.30
H 0.67 0.27 0.42
H 0.29 -0.14 -0.07
H 0.51 0.75 0.32
H -0.25 0.08 0.41
H -0.52 -0.79 0.47
H -0.24 0.43 0.37
H -0.44 -0.06 0.93
H -0.62 0.32 0.39
H 0.75 0.11 0.44
H 0.22 1.20 0.01
H -0.38 -0.67 -0.03
H -0.03 -0.01 -0.14
H -0.90 -0.77 -0.11
H -0.06 -0.43 -0.01
H 0.89 0.45 0.14
H 0.33 0.32 -0.05
H 0.22 0.63 0.15
H -0.48 -0.67 0.83
H 0.61 0.04 0.02
H 0.68 -0.07 -0.39
H -0.79 -0.56 -0.36
H 0.01 -0.56 -0.36
H -0.94 -0.14 -0.02
H 0.54 0.26 -0.55
H -0.54 0.23 0.83
H -0.12 -0.09 0.47
H 0.11 -0.91 -0.94
H -0.10 0.75 0.19
H 0.08 0.20 -0.61
H -0.14 0.26 0.02
H -0.56 -0.90 -0.04
H 0.43 -1.00 -0.45
H 0.72 -0.55 0.13
H -0.65 0.04 0.77
H -0.47 -1.04 0.30
H -0.38 0.14 0.58
H -0.64 -0.20 0.19
H -0.19 -0.16 0.32
H 0.12 0.04 -0.11
H -0.37 -1.95 -0.24
H 0.17 -0.75 -0.67
H 0.76 -0.07 -0.40
H 1.01 2.41 0.34